No. 1
{
  "formula": "C5H12N3",
  "method": "wB97M-V/def2-TZVPD",
  "spin_multiplicity": 2,
  "species": ["C", "C", "N", "N", "H", "H", "H", "H", "H", "H", "C", "C", "C", "N", "H", "H", "H", "H", "H", "H"],
  "xyz": [[0.321, -1.067, -1.802], [-0.925, -0.742, -1.493], [-1.792, -1.547, -0.720], [1.266, -0.207, -2.432], [0.711, -2.054, -1.591], [-1.300, 0.236, -1.781], [-1.416, -2.484, -0.635], [-2.710, -1.615, -1.141], [0.809, 0.567, -2.900], [1.733, -0.736, -3.163], [0.488, 0.401, 2.217], [-0.299, 0.146, 3.266], [0.839, 1.752, 0.154], [0.372, 1.532, 1.435], [1.291, -0.261, 1.913], [-1.023, 0.873, 3.621], [-0.109, -0.728, 3.862], [0.475, 2.645, -0.312], [1.649, 1.155, -0.229], [-0.379, 2.136, 1.729]]
}


No. 2
{
  "formula": "C5H12N3",
  "method": "wB97M-V/def2-TZVPD",
  "spin_multiplicity": 2,
  "species": ["C", "C", "C", "C", "H", "H", "H", "H", "H", "H", "N", "C", "N", "N", "H", "H", "H", "H", "H", "H"],
  "xyz": [[-1.602, 0.802, 3.291], [-1.014, -0.269, 2.726], [-0.249, -0.144, 1.488], [0.463, -1.199, 1.068], [-1.616, 1.770, 2.814], [-2.141, 0.690, 4.218], [-0.820, -1.113, 3.377], [-0.269, 0.793, 0.968], [1.241, -1.115, 0.330], [0.285, -2.129, 1.611], [-0.324, 0.780, -2.801], [0.528, 0.033, -1.872], [1.182, -1.090, -2.431], [1.195, 0.802, -0.830], [-1.319, 0.664, -2.711], [-0.065, 1.697, -3.131], [0.658, -1.477, -3.200], [2.130, -0.869, -2.709], [-0.046, -0.174, -0.956], [1.783, 1.546, -1.249]]
}


No. 3
{
  "formula": "C5H12N3",
  "method": "wB97M-V/def2-TZVPD",
  "smiles": "[H]/N=C(\\C)[C@H]1[C@H](N)[N@H+]1C",
  "total_charge": 1,
  "spin_multiplicity": 1,
  "species": ["C", "C", "C", "C", "C", "N", "N", "N", "H", "H", "H", "H", "H", "H", "H", "H", "H", "H", "H", "H"],
  "xyz": [[-0.115, 0.409, -0.342], [-1.322, -0.123, 0.429], [1.217, 0.719, 0.279], [-2.586, 0.651, 0.127], [1.369, -1.811, -0.186], [-1.134, -1.254, 0.948], [2.051, 1.769, -0.088], [1.069, -0.432, -0.657], [-0.603, 1.072, -1.164], [1.435, 0.497, 1.216], [-3.284, 0.901, 0.909], [-3.331, 0.064, -0.328], [-2.327, 1.597, -0.499], [1.629, -1.901, 0.862], [0.539, -2.582, -0.342], [2.188, -2.302, -0.699], [-1.954, -1.672, 1.389], [2.228, 2.371, 0.673], [1.699, 2.234, -0.900], [1.234, -0.205, -1.627]]
}


No. 4
{
  "formula": "C5H12N3",
  "method": "wB97M-V/def2-TZVPD",
  "total_charge": 1,
  "spin_multiplicity": 1,
  "species": ["C", "C", "C", "C", "C", "N", "N", "N", "H", "H", "H", "H", "H", "H", "H", "H", "H", "H", "H", "H"],
  "xyz": [[0.021, 0.855, 1.448], [-0.724, -0.272, 1.859], [-0.391, -0.176, -1.992], [1.801, 0.233, -1.560], [0.158, 1.615, -0.385], [-1.876, -2.325, 2.594], [-1.210, -1.287, 2.139], [0.420, 0.660, -1.280], [-0.298, 1.782, 1.780], [1.024, 0.731, 1.765], [-1.427, -0.115, -1.688], [-0.331, 0.130, -3.019], [-0.111, -1.261, -1.858], [1.943, -0.854, -1.652], [1.975, 0.334, -2.703], [2.647, 0.612, -1.024], [1.021, 2.292, -0.238], [-0.842, 2.064, -0.468], [-1.204, -2.948, 3.010], [-2.598, -2.070, 3.272]]
}


No. 5
{
  "formula": "C5H12N3",
  "method": "wB97M-V/def2-TZVPD",
  "smiles": "C[C@H]1N=CN[C@@]1(C)[NH3+]",
  "total_charge": 1,
  "spin_multiplicity": 1,
  "species": ["C", "C", "C", "C", "C", "N", "N", "N", "H", "H", "H", "H", "H", "H", "H", "H", "H", "H", "H", "H"],
  "xyz": [[2.019, -0.936, 0.237], [0.636, 0.692, -0.462], [-0.185, -0.562, -0.031], [0.211, 2.059, -0.013], [-1.203, -1.022, -1.087], [2.039, 0.279, -0.154], [0.729, -1.516, 0.291], [-0.986, -0.164, 1.274], [2.943, -1.233, 0.615], [0.343, 0.775, -1.563], [-0.124, 2.231, 0.981], [-0.533, 2.556, -0.698], [1.089, 2.818, -0.052], [-1.796, -1.751, -0.652], [-0.723, -1.387, -1.932], [-1.815, -0.277, -1.403], [0.590, -2.461, 0.090], [-1.621, 0.479, 0.977], [-0.347, 0.380, 1.914], [-1.267, -0.958, 1.668]]
}


No. 6
{
  "formula": "C5H12N3",
  "method": "wB97M-V/def2-TZVPD",
  "total_charge": 1,
  "spin_multiplicity": 1,
  "species": ["C", "C", "C", "C", "C", "N", "N", "N", "H", "H", "H", "H", "H", "H", "H", "H", "H", "H", "H", "H"],
  "xyz": [[0.418, -1.191, -0.535], [0.833, -0.629, 0.863], [1.600, 0.730, 0.526], [0.731, 1.316, -0.491], [0.613, 0.113, -1.422], [-2.159, -1.768, -0.208], [-2.618, -0.906, 0.342], [-2.537, 0.259, 0.813], [1.039, -2.055, -0.835], [-0.595, -1.604, -0.459], [-0.175, 0.101, -2.189], [1.386, -1.347, 1.477], [-0.104, -0.380, 1.376], [1.545, 1.331, 1.464], [2.588, 0.670, 0.192], [1.072, 2.230, -0.901], [-0.213, 1.620, -0.092], [1.600, 0.085, -1.933], [-3.331, 0.525, 1.375], [-1.693, 0.902, 0.637]]
}


No. 7
{
  "formula": "C5H12N3",
  "method": "wB97M-V/def2-TZVPD",
  "total_charge": 1,
  "spin_multiplicity": 1,
  "species": ["C", "C", "C", "C", "C", "N", "N", "N", "H", "H", "H", "H", "H", "H", "H", "H", "H", "H", "H", "H"],
  "xyz": [[-1.582, 0.065, -0.319], [-0.687, -0.865, 0.420], [0.789, -0.491, 0.204], [1.553, -1.438, -0.700], [0.829, 1.963, 0.523], [-1.042, 0.988, -0.995], [-2.926, -0.033, -0.047], [0.726, 0.882, -0.459], [-1.002, -0.938, 1.418], [-0.764, -1.904, 0.028], [1.343, -0.328, 1.201], [2.451, -1.063, -1.143], [1.056, -2.084, -1.494], [1.800, -2.197, 0.065], [-0.003, 1.889, 1.327], [1.760, 2.025, 1.132], [0.955, 2.871, -0.011], [-3.188, -0.826, 0.574], [-3.530, 0.428, -0.620], [1.460, 1.055, -1.103]]
}


No. 8
{
  "formula": "C5H12N3O",
  "method": "wB97M-V/def2-TZVPD",
  "smiles": "CN/N=C(\\[NH+]=O)C(C)C",
  "total_charge": 1,
  "spin_multiplicity": 1,
  "species": ["C", "C", "C", "C", "C", "N", "N", "N", "O", "H", "H", "H", "H", "H", "H", "H", "H", "H", "H", "H", "H"],
  "xyz": [[0.021, -0.891, -0.227], [1.697, 0.552, -1.229], [1.907, -0.057, 1.223], [-2.714, 1.389, 0.447], [1.471, -0.533, -0.168], [-0.737, 0.377, 0.003], [-0.512, -1.984, -0.597], [-1.960, 0.272, 0.094], [-1.729, -2.321, -0.558], [1.212, 0.159, -2.111], [2.743, 0.777, -1.099], [1.343, 1.591, -0.854], [1.409, 0.811, 1.739], [2.866, 0.464, 1.138], [1.936, -0.952, 1.872], [-3.345, 1.700, -0.341], [-3.313, 1.212, 1.284], [-1.993, 2.201, 0.592], [2.029, -1.379, -0.434], [0.219, -2.773, -0.735], [-2.550, -0.616, -0.041]]
}


No. 9
{
  "formula": "C5H12N3O",
  "method": "wB97M-V/def2-TZVPD",
  "smiles": "C=[N+](NC(C)=O)N(C)C",
  "total_charge": 1,
  "spin_multiplicity": 1,
  "species": ["C", "C", "C", "C", "C", "N", "N", "N", "O", "H", "H", "H", "H", "H", "H", "H", "H", "H", "H", "H", "H"],
  "xyz": [[0.173, -1.089, 1.600], [2.166, -0.412, -0.364], [3.027, 0.401, -1.220], [-2.545, -0.033, 1.086], [-1.677, 0.504, -1.159], [1.005, 0.307, -0.092], [-1.525, 0.484, 0.325], [0.055, -0.168, 0.697], [2.267, -1.583, -0.041], [-0.760, -1.353, 2.016], [1.078, -1.490, 2.092], [2.968, 1.500, -0.946], [4.063, 0.181, -1.210], [2.817, 0.425, -2.327], [-3.492, 0.547, 0.925], [-3.014, -1.078, 0.996], [-2.452, 0.128, 2.175], [-0.803, 1.165, -1.420], [-1.576, -0.476, -1.649], [-2.691, 0.746, -1.205], [0.916, 1.293, -0.279]]
}


No. 10
{
  "formula": "C5H12N3O",
  "method": "wB97M-V/def2-TZVPD",
  "total_charge": 1,
  "spin_multiplicity": 1,
  "species": ["C", "C", "C", "C", "C", "N", "N", "N", "O", "H", "H", "H", "H", "H", "H", "H", "H", "H", "H", "H", "H"],
  "xyz": [[0.416, 1.765, 0.160], [-0.511, 0.750, 0.914], [0.148, 0.040, -1.274], [-2.111, -0.315, -0.643], [-0.354, -1.666, 0.407], [3.547, 0.219, 0.509], [0.784, 1.092, -1.085], [-0.759, -0.286, -0.139], [2.858, -0.773, 0.590], [-0.190, 2.598, -0.187], [1.448, 2.049, 0.570], [-0.100, 0.379, 1.817], [-1.460, 1.277, 1.289], [0.308, -0.751, -1.946], [-2.869, -0.277, 0.110], [-2.365, 0.543, -1.299], [-2.318, -1.252, -1.230], [0.731, -1.541, 0.717], [-0.921, -1.898, 1.292], [-0.661, -2.152, -0.579], [4.380, 0.198, 0.005]]
}


No. 11
{
  "formula": "C5H12N3O",
  "method": "wB97M-V/def2-TZVPD",
  "total_charge": 1,
  "spin_multiplicity": 1,
  "species": ["C", "C", "C", "C", "C", "N", "N", "N", "O", "H", "H", "H", "H", "H", "H", "H", "H", "H", "H", "H", "H"],
  "xyz": [[-2.830, 1.083, -0.074], [1.841, -0.740, 1.283], [1.525, -0.885, -1.218], [1.274, 1.300, -0.046], [1.525, -0.089, 0.014], [-1.399, 0.786, -0.023], [-2.340, -1.083, 0.004], [-1.238, -0.446, 0.040], [-3.450, -0.199, -0.006], [-3.122, 1.707, 0.779], [-3.079, 1.591, -1.014], [1.596, -1.798, 1.293], [2.923, -0.663, 1.430], [1.386, -0.232, 2.130], [1.211, -1.911, -1.052], [2.555, -0.931, -1.594], [0.933, -0.424, -2.005], [1.500, 1.777, -0.995], [0.118, 1.320, -0.018], [1.602, 1.875, 0.814], [-2.531, -2.038, 0.258]]
}


No. 12
{
  "formula": "C5H12N3O3S",
  "method": "wB97M-V/def2-TZVPD",
  "smiles": "CN1C(O)=[N+](N)S(=O)(=O)C1(C)C",
  "total_charge": 1,
  "spin_multiplicity": 1,
  "species": ["C", "C", "C", "C", "C", "N", "N", "N", "O", "O", "O", "S", "H", "H", "H", "H", "H", "H", "H", "H", "H", "H", "H", "H"],
  "xyz": [[0.474, -1.127, -0.669], [-0.118, 0.999, 0.427], [0.078, 1.419, 1.869], [-0.323, 2.042, -0.666], [2.331, 0.247, 0.119], [0.846, -0.007, -0.033], [-0.853, -1.355, -0.776], [-1.344, -2.569, -1.324], [1.346, -2.054, -0.990], [-2.972, -0.047, -0.568], [-2.015, -1.182, 1.362], [-1.824, -0.363, 0.228], [-0.884, 1.408, 2.377], [0.567, 2.368, 1.953], [0.692, 0.830, 2.465], [0.368, 2.950, -0.424], [-1.384, 2.361, -0.518], [0.022, 1.685, -1.722], [2.488, 1.139, 0.657], [2.642, -0.725, 0.619], [2.768, 0.314, -0.936], [0.827, -2.865, -1.096], [-2.067, -2.279, -1.834], [-1.665, -3.188, -0.519]]
}


How do the records compare in ΔE to the lowest compared entry with this formula, charge and spin? In the order shown, they have 47.56 240.57 328.05 515.21 214.78 510.28 304.87 590.96 548.73 594.96 578.25 209.37 kJ/mol.